(1)
{"formula": "C26H26Cl3FeN4O2S", "method": "wB97M-V/def2-TZVPD", "total_energy_ev": -120226.1435, "e_above_lowest_ev": 0.000, "e_homo_ev": -9.635, "total_charge": 1, "species": ["Fe", "Cl", "Cl", "Cl", "S", "O", "O", "N", "N", "N", "N", "C", "C", "C", "C", "C", "C", "C", "C", "C", "C", "C", "C", "C", "C", "C", "C", "C", "C", "C", "C", "C", "C", "C", "C", "C", "C", "H", "H", "H", "H", "H", "H", "H", "H", "H", "H", "H", "H", "H", "H", "H", "H", "H", "H", "H", "H", "H", "H", "H", "H", "H", "H"], "coordinates": [[0.05981, -0.13655, 0.29644], [-1.38213, 3.23344, -2.62333], [2.61438, 2.99174, -6.20720], [2.82401, -0.13287, -1.85756], [-0.70473, -2.32934, -1.90228], [0.28720, -1.80381, -0.87788], [0.10040, 1.17843, -1.20808], [-0.32286, -1.35438, 1.91117], [-0.25122, 1.36679, 1.56822], [2.00767, -0.33725, 1.21360], [-1.98876, -0.24650, 0.15576], [0.71353, 1.54209, -2.29156], [0.21997, -3.62501, -2.70822], [4.31374, -0.85480, 2.64955], [-4.14065, 0.35221, -0.65837], [-0.73795, 3.62165, 2.14676], [-0.46481, -0.48799, 3.11102], [0.13173, 2.52860, -3.12718], [-2.77458, 0.54988, -0.57489], [1.89533, 2.44846, -4.72530], [-4.70812, -0.69892, 0.04640], [3.22426, -1.70883, 2.73854], [-2.53523, -1.24689, 0.85583], [0.83980, -2.25473, 2.04243], [2.08823, -1.41246, 2.00620], [-1.10274, 1.87165, 3.73125], [-0.74801, -1.16724, -3.25678], [-0.63410, 0.97457, 2.78622], [-1.15151, 3.21740, 3.40592], [-0.30442, 2.66294, 1.24894], [0.68581, 2.97705, -4.30773], [-3.89462, -1.50700, 0.82465], [4.21957, 0.27355, 1.85125], [-1.56039, -2.10325, 1.62740], [2.53245, 1.49627, -3.95511], [1.95260, 1.06551, -2.77193], [3.04664, 0.49397, 1.15119], [2.92843, 1.35679, 0.50666], [1.12327, -3.19933, -3.14288], [-1.36164, -1.60897, -4.04235], [5.21776, -1.06141, 3.20648], [0.44043, -0.58533, 3.71476], [-4.74280, 1.01375, -1.26469], [-1.51268, 3.93971, 4.12574], [0.47533, -4.35623, -1.94434], [-1.20410, -0.24948, -2.89123], [-2.01415, -2.48264, 2.54820], [0.78641, -2.86824, 2.94770], [-0.76258, 4.66055, 1.85128], [-1.30169, -2.96870, 1.01434], [-4.30455, -2.32560, 1.40110], [-2.26271, 1.34811, -1.09808], [-1.42066, 1.52009, 4.70400], [-0.40957, -4.08624, -3.46810], [0.26442, -0.96925, -3.60699], [0.83683, -2.90987, 1.17117], [-0.01270, 2.90044, 0.23505], [-1.29228, -0.83080, 3.73706], [3.24947, -2.58658, 3.37025], [5.03836, 0.97309, 1.76543], [3.48374, 1.08654, -4.26358], [0.18073, 3.73299, -4.89174], [-5.77338, -0.88173, -0.00054]], "forces_ev_per_angstrom": [[-0.1358, 0.0001, 0.8075], [0.0053, -0.0107, 0.0084], [-0.0017, -0.0035, -0.0006], [-0.0512, -0.0785, -0.1798], [0.0304, 0.0652, -0.0357], [0.1030, -0.0366, 0.0656], [0.1922, -0.2147, 0.0759], [-0.0697, 0.0825, 0.0015], [-0.0997, -0.1065, -0.0357], [-0.3137, 0.0143, -0.4497], [0.2614, -0.1143, -0.3378], [0.0033, 0.1317, 0.0445], [-0.0133, 0.0001, 0.0090], [-0.0090, 0.0181, -0.0259], [-0.0365, -0.0061, 0.0263], [0.0133, -0.0197, -0.0007], [-0.0051, -0.0307, 0.0209], [0.0023, 0.0324, -0.0619], [0.0213, -0.0052, 0.0327], [0.0145, -0.0097, 0.0196], [0.0003, 0.0282, -0.0100], [-0.0108, 0.0152, -0.0048], [0.0497, 0.0064, 0.0640], [0.0495, 0.0519, -0.0880], [-0.0145, -0.0066, 0.0266], [0.0204, -0.0025, -0.0052], [-0.0243, -0.0103, -0.0023], [0.0306, 0.0544, 0.0302], [-0.0095, 0.0146, 0.0053], [-0.0207, 0.0301, 0.0149], [0.0015, -0.0065, 0.0050], [0.0165, 0.0474, 0.0526], [0.0082, -0.0314, 0.0467], [-0.0197, 0.0428, -0.0872], [-0.0060, 0.0122, -0.0103], [0.0017, -0.0091, -0.0389], [-0.0129, 0.1220, -0.0200], [0.0008, -0.0560, 0.0619], [0.0002, 0.0020, 0.0224], [0.0018, 0.0152, -0.0215], [-0.0002, 0.0002, 0.0035], [0.0025, -0.0065, -0.0001], [-0.0006, -0.0005, -0.0011], [0.0024, 0.0004, -0.0001], [-0.0165, -0.0213, -0.0127], [-0.0048, -0.0045, 0.0083], [-0.0302, -0.0105, -0.0274], [0.0354, 0.0460, 0.0228], [-0.0023, 0.0009, 0.0000], [0.0376, 0.0260, -0.0200], [-0.0012, -0.0001, 0.0026], [-0.0048, -0.0283, -0.0109], [0.0044, -0.0012, 0.0008], [0.0127, 0.0076, -0.0147], [0.0071, 0.0029, 0.0195], [-0.0130, -0.0221, 0.0212], [-0.0036, -0.0067, 0.0040], [-0.0021, -0.0109, -0.0130], [0.0016, -0.0017, -0.0003], [-0.0014, 0.0034, 0.0005], [0.0019, -0.0017, -0.0038], [0.0008, -0.0006, -0.0031], [0.0001, 0.0012, -0.0013]]}


(2)
{"formula": "C26H26ClN4O3SiTi", "method": "wB97M-V/def2-TZVPD", "total_energy_ev": -83009.4685, "e_homo_ev": [-2.489, -4.857], "spin_multiplicity": 3, "total_charge": -1, "species": ["Ti", "Cl", "Si", "O", "O", "O", "N", "N", "N", "N", "C", "C", "C", "C", "C", "C", "C", "C", "C", "C", "C", "C", "C", "C", "C", "C", "C", "C", "C", "C", "C", "C", "C", "C", "C", "C", "H", "H", "H", "H", "H", "H", "H", "H", "H", "H", "H", "H", "H", "H", "H", "H", "H", "H", "H", "H", "H", "H", "H", "H", "H", "H"], "coordinates": [[-0.62730, 0.52653, 0.52664], [4.49546, 4.71505, -2.11268], [-0.62594, -2.64603, -0.81464], [-0.09943, 2.38216, 0.74116], [-0.41508, -1.26502, -0.00584], [-2.24827, 3.18012, -0.38120], [-0.62114, 1.06255, -1.56211], [-3.85139, -0.08278, 0.27726], [1.36841, 0.30014, 1.24551], [-0.84769, -0.01513, 2.58207], [0.17370, -0.85765, 2.89301], [2.20231, 2.16197, 0.00882], [2.45478, -1.57973, 2.42324], [-1.48975, 1.76059, -2.29068], [2.40662, 0.90095, 0.66663], [-1.91288, -2.43467, -2.15652], [-0.47645, 1.01852, -4.33813], [-1.92489, -0.00361, 3.34705], [0.98946, -3.17757, -1.60953], [0.85674, 4.10792, -0.55347], [-2.51054, 2.68908, -1.66350], [1.39513, -0.72159, 2.12972], [3.12608, 3.99973, -1.27684], [-2.07390, -0.85493, 4.44283], [0.49386, 0.38702, -3.57458], [-1.18559, -3.99462, 0.34782], [1.19272, -2.65280, 4.20267], [1.92381, 4.68573, -1.23315], [0.09309, -1.78364, 3.95568], [0.38049, 0.43552, -2.20179], [2.32638, -2.54113, 3.43754], [0.95505, 2.87009, 0.07422], [3.27117, 2.77149, -0.67188], [-1.08150, -1.76036, 4.72588], [-2.73854, 0.22893, 0.37777], [-1.45961, 1.72592, -3.68609], [-1.19048, -2.46013, 5.54710], [1.30838, -2.45529, -2.36564], [-2.26885, -3.39479, -2.53983], [3.15770, -3.20982, 3.63081], [-0.44667, -4.16322, 1.13576], [-3.47436, 2.16907, -1.64361], [1.82358, 5.65092, -1.70961], [3.42195, 0.51767, 0.75543], [0.90299, -4.15389, -2.09415], [-0.08813, 4.63621, -0.49191], [-2.76573, -1.88852, -1.74424], [1.12409, -3.38398, 4.99809], [-2.71413, 0.67593, 3.05181], [-2.59804, 3.53032, -2.36404], [1.11404, -0.05041, -1.57197], [4.22392, 2.25758, -0.71771], [-1.30120, 3.09538, -0.14493], [-0.44044, 0.99126, -5.42007], [-2.97893, -0.81031, 5.03275], [-2.12264, -3.69605, 0.82466], [3.37094, -1.51089, 1.85203], [-1.51965, -1.85866, -2.99926], [-2.19889, 2.29240, -4.23799], [1.77570, -3.24066, -0.85225], [1.32264, -0.14065, -4.02603], [-1.35319, -4.93822, -0.17807]], "forces_ev_per_angstrom": [[-0.2912, -0.2573, 0.7655], [-0.0381, -0.0275, 0.0149], [-0.0919, 0.0950, 0.0243], [0.5895, 0.8728, -0.2677], [0.0392, -0.3798, -0.2673], [-0.2785, 0.0549, -0.3636], [0.4102, 0.1894, -1.0046], [-0.0426, 0.0111, 0.0427], [0.3990, -0.1485, 0.0224], [0.1953, -0.4796, 0.8130], [0.2602, -0.0162, 0.1098], [0.0205, -0.1490, 0.0995], [-0.0156, -0.0431, 0.0512], [-0.0966, 0.2902, -0.1589], [-0.0976, 0.1670, -0.0014], [-0.0841, 0.0503, -0.0580], [0.0192, 0.0009, -0.0227], [-0.0825, -0.0114, -0.1048], [0.1156, -0.0171, 0.0081], [0.0367, 0.0892, -0.0109], [-0.0980, 0.0109, 0.1286], [0.0822, 0.1750, 0.0806], [0.0104, 0.0149, -0.0034], [-0.0201, 0.0025, 0.0436], [0.0694, -0.0826, 0.0641], [-0.0401, -0.0571, 0.1281], [-0.0538, 0.0050, 0.0101], [0.0213, 0.0085, -0.0309], [0.0994, 0.0061, -0.0704], [0.0309, -0.0854, -0.2725], [0.0234, 0.0490, -0.0457], [0.3810, -0.0541, 0.3102], [0.0373, -0.0217, -0.0553], [-0.0356, -0.0209, 0.0127], [-1.0869, 0.0981, -0.3182], [0.0035, 0.0383, 0.0217], [0.0142, 0.0070, 0.0078], [0.0129, -0.0104, -0.0097], [0.0149, -0.0102, -0.0181], [0.0148, 0.0072, -0.0128], [0.0012, 0.0031, 0.0047], [-0.0044, -0.0228, 0.0560], [0.0002, -0.0011, -0.0057], [0.0155, 0.0172, 0.0337], [-0.0078, -0.0046, -0.0075], [0.0574, 0.0490, 0.0150], [-0.0100, -0.0169, -0.0067], [-0.0157, -0.0060, 0.0036], [-0.0061, -0.0406, -0.0167], [-0.0925, -0.0300, -0.0653], [-0.0479, -0.0346, 0.0226], [0.0038, 0.0110, -0.0055], [-0.3621, -0.2630, 0.2699], [-0.0003, -0.0098, 0.0037], [-0.0047, 0.0052, -0.0115], [-0.0052, -0.0142, 0.0072], [0.0234, -0.0053, 0.0206], [-0.0084, 0.0143, 0.0040], [0.0035, -0.0088, 0.0114], [0.0103, -0.0059, -0.0099], [-0.0012, 0.0086, 0.0051], [0.0030, -0.0164, 0.0091]]}


(3)
{"formula": "C26H26F4N4O3", "method": "wB97M-V/def2-TZVPD", "total_energy_ev": -50359.2182, "e_above_lowest_ev": 0.064, "e_homo_ev": -9.404, "smiles": "NC(=O)[C@@H](CC1CC1)[C@@H](CCC(F)(F)F)C(=O)N[C@H]1N=C(c2ccccc2)c2cccc(F)c2NC1=O", "total_charge": 0, "species": ["F", "F", "F", "F", "O", "O", "O", "N", "N", "N", "N", "C", "C", "C", "C", "C", "C", "C", "C", "C", "C", "C", "C", "C", "C", "C", "C", "C", "C", "C", "C", "C", "C", "C", "C", "C", "C", "H", "H", "H", "H", "H", "H", "H", "H", "H", "H", "H", "H", "H", "H", "H", "H", "H", "H", "H", "H", "H", "H", "H", "H", "H", "H"], "coordinates": [[-2.06050, -6.39120, -0.15486], [-2.53384, -5.82694, -2.17473], [-0.65480, -5.25758, -1.30808], [-0.87241, 2.50866, -5.62866], [-0.20246, -4.42321, 3.73516], [-1.95056, -0.83133, 0.43595], [1.26190, -0.72764, -3.11078], [0.35969, 1.21701, -0.64525], [0.83614, -5.08056, 1.85964], [-0.14246, -1.07342, -0.87940], [0.37285, 1.28691, -3.58412], [-1.80220, 4.17877, -4.24889], [0.84367, 3.11796, 1.40275], [1.96501, 5.47894, 0.48723], [-1.94519, 4.72294, -2.97967], [-2.61876, -4.11198, -0.54386], [0.54065, 0.19016, -2.80104], [-1.00052, -1.49236, 0.07786], [0.81351, 3.41516, 0.04247], [-1.03456, 3.04693, -4.39880], [1.37848, 4.60561, -0.41009], [1.36185, -0.63568, 2.10360], [1.41366, -2.13123, 1.89670], [-1.96819, -5.38735, -1.03906], [-0.23988, 0.22526, -1.48532], [0.02080, -2.78906, 1.97880], [-0.40025, 2.41499, -3.32398], [1.42573, 3.99715, 2.29553], [-2.03592, -3.62983, 0.78706], [0.18325, -4.17026, 2.61660], [-0.70059, -2.88992, 0.62182], [1.22321, -0.11106, 3.50091], [1.98856, 5.17862, 1.83962], [0.21032, 2.45528, -0.89381], [2.51620, 0.05801, 2.76288], [-1.29536, 4.15126, -1.90632], [-0.51453, 3.00258, -2.05581], [2.04201, -2.56250, 2.68052], [1.88324, -2.36119, 0.93620], [-1.92494, -4.47896, 1.46278], [-2.27711, 4.61650, -5.11191], [-2.50645, -3.35151, -1.31855], [2.44574, 5.86508, 2.53652], [-0.60362, -2.20480, 2.66131], [0.67165, -1.60755, -1.14952], [-2.74013, -2.92930, 1.23975], [-1.39014, 4.58416, -0.92237], [0.60579, 0.75689, 3.67432], [-1.30165, 0.44881, -1.68534], [2.78714, 1.04246, 2.41222], [0.39082, 2.19984, 1.73865], [0.73578, 1.20171, -4.52830], [1.44231, 3.76172, 3.34924], [3.35950, -0.53879, 3.07674], [1.13319, -4.89952, 0.91863], [0.85770, -0.08945, 1.31822], [-2.55490, 5.60112, -2.83991], [-0.05614, -3.40719, -0.09180], [1.19054, -0.82942, 4.30630], [1.37491, 4.83771, -1.46557], [-3.68084, -4.33718, -0.43026], [0.96584, -6.00721, 2.23043], [2.40726, 6.39699, 0.12966]], "forces_ev_per_angstrom": [[-0.1335, -0.0856, 0.2906], [-0.1981, 0.0582, -0.1857], [0.3408, 0.2310, -0.0344], [0.0222, 0.0112, 0.1587], [-0.1639, -0.0556, 0.4068], [-0.3149, 0.3112, 0.2128], [0.0807, -0.1523, -0.1067], [0.2301, 0.3424, 0.3108], [0.2310, -0.4185, -0.2242], [0.2681, 0.2164, -0.4983], [0.1849, 0.2537, -0.6930], [0.1847, -0.2293, -0.0306], [-0.0373, 0.0458, -0.1647], [0.0725, 0.0975, 0.0101], [0.0302, -0.0094, 0.0442], [0.1689, -0.2152, 0.1836], [-0.1160, -0.2903, 0.4097], [0.3535, -0.4851, -0.2816], [0.2112, 0.3681, 0.3475], [-0.0794, 0.0452, 0.1059], [-0.0343, -0.1397, 0.0394], [0.0486, -0.1526, -0.0665], [-0.1791, 0.2421, 0.2352], [-0.2103, 0.0134, -0.1002], [-0.3685, -0.2529, -0.1345], [0.1360, -0.1319, 0.0245], [-0.2408, 0.3013, 0.1022], [0.0298, -0.0051, 0.0744], [0.0565, 0.0241, -0.2413], [-0.1016, 0.5000, -0.2388], [-0.3118, 0.0785, 0.3958], [-0.1268, -0.0034, 0.0756], [0.0207, 0.0286, -0.0092], [-0.0515, -0.3529, -0.1706], [0.1202, 0.0820, -0.1349], [-0.0867, -0.0766, -0.0352], [-0.1927, -0.0203, -0.3967], [0.0848, 0.0015, -0.0504], [0.0998, -0.0701, -0.0175], [-0.0316, 0.0311, 0.0020], [-0.0399, 0.0167, -0.1154], [-0.0632, -0.0515, -0.0631], [0.0300, 0.0572, 0.0605], [0.0418, -0.1429, 0.0024], [-0.1437, -0.1041, 0.0359], [0.0610, -0.0872, 0.0361], [0.0041, 0.0532, 0.0608], [-0.0560, 0.1069, -0.0393], [0.1872, -0.0266, 0.0396], [-0.0314, 0.0966, -0.0383], [-0.0539, -0.1524, 0.0749], [0.0083, -0.0628, 0.2304], [-0.0120, -0.0274, 0.0955], [0.0407, -0.1210, 0.0281], [-0.0343, 0.0328, -0.0142], [0.0521, 0.1394, 0.0741], [-0.0591, 0.0820, 0.0171], [-0.0090, 0.0191, 0.0077], [0.0212, -0.1209, 0.0636], [-0.0216, 0.0319, -0.0662], [0.0520, 0.0115, -0.0891], [-0.0186, 0.0456, 0.0101], [0.0478, 0.0673, -0.0259]]}